The following is a quantum chemistry calculation of a molecular structure, C6H10N2O2 in a non-equilibrium geometry, from the Open Molecules 2025 dataset.

Structure (XYZ):
```
20
Properties=species:S:1:pos:R:3:forces:R:3:mulliken_charge:R:1
C 2.75898 -1.27616 -0.11507 0.377 -0.334 0.613 -0.854
C 1.53186 -0.38102 -0.11116 -1.563 0.863 1.703 0.369
C -0.52476 0.14787 0.79576 -5.804 -0.390 2.352 0.100
C -0.33939 1.65405 0.83364 -3.667 -0.291 2.557 -0.463
C 0.42985 1.88188 -0.32084 0.317 2.888 -5.410 -0.611
C -1.80494 -0.40644 -0.16221 1.557 -2.984 0.946 0.475
H 3.46621 -1.18616 1.23237 -2.323 -0.287 -4.412 0.246
H 2.01236 -2.48579 -0.16148 3.366 3.528 -0.162 0.287
H 3.55996 -0.74148 -1.06034 -2.334 -2.631 2.947 0.239
H -1.03484 -0.10105 1.81014 0.865 0.035 -1.316 0.249
H -1.46180 2.01981 0.58916 2.535 -0.405 0.869 0.255
H -0.02989 2.17127 1.81586 -0.189 -1.378 -1.341 0.322
H -0.40074 1.80774 -1.12256 1.741 0.077 0.492 0.246
H 0.70518 3.02061 -0.36628 0.620 -2.321 -0.290 0.312
H 2.34693 1.24990 -1.03452 0.407 0.100 -0.100 0.235
H -0.58649 -1.93373 0.28208 -3.060 -0.143 -1.121 0.473
N 0.46148 -0.76249 0.55655 4.316 -1.091 -0.557 -0.617
N 1.49350 0.86106 -0.69496 0.011 0.868 1.081 -0.179
O -1.63949 -1.95565 -0.10113 1.976 4.503 0.514 -0.597
O -2.68193 0.17663 -0.71591 0.852 -0.606 0.636 -0.486
```
Forces are in eV/Å.

Output
Total charge   0
HOMO-LUMO gap   8.97 eV
Multiplicity   1

=====

The following is a quantum chemistry calculation of 2 unconnected molecules or ions with the total composition C2H9NS in a non-equilibrium geometry, from the Open Molecules 2025 dataset.

Structure (XYZ):
```
13
Properties=species:S:1:pos:R:3:forces:R:3:mulliken_charge:R:1
S -0.54466 3.17066 -1.05258 0.566 -0.844 0.056 -0.265
H -0.16449 2.91200 -2.30704 0.377 -0.565 0.038 0.131
C -0.42370 -0.80547 -0.57940 1.615 0.686 -0.042 -0.644
N 0.77267 -1.06151 0.23511 -0.549 0.882 -1.217 -0.228
C 0.51556 -1.18383 1.60963 1.693 0.026 2.459 -0.861
H -0.98029 -1.69539 -0.82866 -0.388 -0.472 -0.093 0.260
H -1.03261 -0.16074 0.07579 -0.078 -0.006 -0.806 0.232
H -0.10684 -0.30019 -1.53905 -0.617 -0.326 1.037 0.205
H -1.13556 4.16948 -1.61884 -0.941 1.401 -0.083 0.126
H 1.57654 -1.49485 -0.18385 -0.263 -0.224 0.145 0.201
H 0.07739 -0.25618 2.04388 -0.399 -0.628 -0.512 0.266
H 1.47481 -1.20124 2.22027 -0.755 -0.277 -0.927 0.300
H -0.02883 -2.09275 1.92474 -0.261 0.345 -0.055 0.277
```
Forces are in eV/Å.

Output
Total charge   0
HOMO-LUMO gap   9.15 eV
Multiplicity   1
SMILES   CNC.S

=====

The following is a quantum chemistry calculation of 2 unconnected molecules or ions with the total composition C4H4Br2 in a non-equilibrium geometry, from the Open Molecules 2025 dataset.

Structure (XYZ):
```
10
Properties=species:S:1:pos:R:3:forces:R:3:mulliken_charge:R:1
C -1.79284 0.66918 1.20408 -1.266 -1.592 1.139 -0.319
C -0.99527 -1.86032 -1.30241 1.234 -1.056 0.533 -0.344
C -1.98844 1.46486 0.19607 -0.239 0.668 -0.067 -0.167
C -1.83465 -1.67400 -0.32140 0.119 0.305 -1.023 -0.041
Br -3.20179 2.30742 -0.91301 0.181 -0.637 0.392 -0.049
Br -2.53256 -2.72891 0.94604 -0.482 -0.819 0.827 -0.069
H -2.38307 -0.15244 1.77971 0.187 1.834 -1.386 0.287
H -0.82371 0.67673 1.63791 1.143 0.181 0.133 0.243
H -0.41894 -2.84577 -1.34270 -0.834 1.346 -0.327 0.217
H -0.67447 -1.00566 -1.88889 -0.042 -0.230 -0.221 0.243
```
Forces are in eV/Å.

Output
Total charge   0
HOMO-LUMO gap (alpha / beta)   8.16 / 7.81 eV
Multiplicity   1

=====

ΔE to the lowest compared entry with this formula, charge and spin: 153.1; 25.0; 122.6 (kcal/mol)